# 1
A molecular structure, C8H10CuO4S at a distorted geometry, computed with ωB97M-V with the def2-TZVPD basis set.

Structure (XYZ):
```
24
Properties=species:S:1:pos:R:3
Cu 1.48994 -0.17090 1.32888
C 2.64107 1.16600 2.02337
O 3.41910 1.79295 2.58182
C 1.65716 -1.55736 2.55428
O 1.97763 -2.27579 3.39741
C 2.60130 -0.80553 0.00657
O 3.42691 -1.15205 -0.72815
C -0.24955 0.57883 2.44600
O -0.95406 1.19857 3.08218
C -2.44526 -2.54274 -1.39947
H -3.18668 -1.76901 -1.18945
H -1.88585 -2.46222 -2.33423
C -2.20176 -3.53828 -0.51975
H -1.43683 -4.29243 -0.71512
H -2.74131 -3.60155 0.42734
C -0.72321 1.50424 -2.31361
S 0.02974 1.11824 -0.73088
C 0.27721 2.77525 -0.09041
H -0.87454 0.55071 -2.85149
H -0.06844 2.16071 -2.91030
H -1.69587 1.98488 -2.14513
H 0.94622 2.78283 0.77100
H 0.70092 3.39237 -0.89009
H -0.70383 3.16229 0.19922
```

Calculated values
Maximum force, eV Å⁻¹: 7.1
Orbital gap (spin up / spin down), eV: 7.244 / 3.297
LUMO energy (spin up / spin down), eV: -8.3 / -12.0
2S+1: 2
Net charge: +2
Relative energy (zero: lowest compared OMol25 entry of this formula, charge and spin), eV: 0.0000



# 2
A molecular structure, C33H57GdNP2Si at a distorted geometry, computed with ωB97M-V with the def2-TZVPD basis set.

Structure (XYZ):
```
95
Properties=species:S:1:pos:R:3
Gd -0.09240 -0.36831 1.05043
C -0.50494 -2.74540 2.09303
C 0.82606 -2.76830 1.55417
C 0.84484 -1.46008 3.45981
C -0.47377 -1.96396 3.29373
C 1.64628 -1.92896 2.38002
C -1.65722 -3.56378 1.63978
H -1.53412 -3.88989 0.59710
H -2.60304 -3.00508 1.69963
H -1.77669 -4.46890 2.26061
C -1.55594 -1.83438 4.30111
H -2.44667 -2.40430 4.02397
H -1.85369 -0.78316 4.42843
H -1.23351 -2.18665 5.29592
C 1.33536 -0.74396 4.66255
H 1.02199 -1.24127 5.59161
H 0.94657 0.28260 4.69229
H 2.42792 -0.67400 4.66756
C 3.12336 -1.78581 2.31411
H 3.60518 -2.29949 3.16154
H 3.43134 -0.73285 2.36616
H 3.53771 -2.21558 1.39433
C 1.34292 -3.70379 0.51655
H 1.80796 -4.59284 0.97441
H 2.11651 -3.23766 -0.10937
H 0.54952 -4.06587 -0.14218
C -1.41675 0.19513 -4.74565
C -1.46591 -1.14781 -4.78759
C -0.69236 -1.99129 -5.75678
C 0.76181 -1.52671 -6.03706
C 1.48198 -0.90226 -4.87758
C 1.59534 0.42762 -4.68900
C 0.75844 1.46386 -5.38737
C -0.68670 1.02824 -5.75118
H -1.23589 -2.03465 -6.72121
H 0.76492 -0.86161 -6.91436
H -0.66374 -3.03335 -5.39545
H -0.66612 0.51145 -6.72731
H -2.07915 0.75777 -4.08079
H -2.24805 -1.69958 -4.25038
H -1.28023 1.95145 -5.90349
H 0.71021 2.37274 -4.76647
H 2.41197 0.82467 -4.08088
H 1.25254 1.77614 -6.32832
H 1.33138 -2.42463 -6.33052
H 2.06674 -1.59956 -4.27093
P -0.97717 -0.76065 -1.48848
P 2.21596 0.47442 -0.33574
C 0.00433 0.62224 -2.23420
C 1.20152 1.36997 -1.59051
H -0.68640 1.37258 -2.64045
H 0.35328 0.06014 -3.10065
H 1.90529 1.67459 -2.37696
H 0.84145 2.30636 -1.13442
C 3.28436 1.74162 0.41219
H 4.04219 1.26139 1.04686
H 2.69652 2.41431 1.05413
H 3.78510 2.33555 -0.36172
C 3.34645 -0.57952 -1.28657
H 3.83566 -0.01535 -2.09348
H 2.81143 -1.43482 -1.72659
H 4.12194 -0.98238 -0.61619
C -2.73212 -0.48142 -1.84302
H -3.31407 -1.06862 -1.11784
H -3.04532 -0.77338 -2.85168
H -2.99052 0.57890 -1.69477
C -0.37986 -2.34176 -2.19088
H 0.66812 -2.53377 -1.91819
H -0.44622 -2.39975 -3.28649
H -0.98751 -3.16080 -1.77285
C -3.34082 0.12372 1.80839
Si -2.49362 1.59703 2.58534
C -3.03108 3.15571 1.70886
C -3.01896 1.73941 4.37458
N -0.75368 1.38230 2.40406
C 0.01827 2.44530 2.90278
C 0.50728 3.43150 2.00562
C 1.19357 4.54609 2.48910
C 1.44160 4.68255 3.86168
C 0.97990 3.70945 4.75467
C 0.23901 2.61668 4.29533
H -4.40327 0.26423 2.07336
H -3.04053 -0.85023 2.22076
H -3.27825 0.09929 0.70889
H -4.12304 3.27106 1.77589
H -2.56700 4.04447 2.15585
H -2.75385 3.12528 0.64762
H -2.87096 0.82119 4.95643
H -2.49212 2.55226 4.89191
H -4.09511 1.97272 4.40152
H 0.26972 3.31750 0.93886
H 1.53434 5.30576 1.78352
H 1.99916 5.54948 4.22259
H 1.19031 3.80549 5.81764
H -0.19723 1.90595 4.99829
```

Calculated values
Maximum force, eV Å⁻¹: 3.4
Orbital gap (spin up / spin down), eV: 5.949 / 7.557
LUMO energy (spin up / spin down), eV: -3.9 / -2.3
2S+1: 8
Net charge: +1
Relative energy (zero: lowest compared OMol25 entry of this formula, charge and spin), eV: 0.0000



Q: Which value of 2S+1 does entry 1 give?
A: 2